No. 1
Formula: C3H6N4O
Source: the Open Molecules 2025 dataset
Level of theory: the ωB97M-V functional and the def2-TZVPD basis

```
14
Properties=species:S:1:pos:R:3:forces:R:3:nbo_charge:R:1
N -0.276184 -1.089759 -0.963663 -0.22 -0.53 0.32 -0.59
C 1.420482 0.053855 0.195906 -1.07 0.72 -0.25 0.55
C -0.159707 -1.076904 0.408604 -0.27 -0.81 -0.29 0.62
C 0.312174 0.298613 -0.681914 0.78 0.33 0.14 -0.06
N -1.169970 -1.326187 1.281999 0.53 0.51 -0.20 -0.78
N -0.306522 1.474304 -1.040397 -0.30 0.77 -0.03 -0.85
O 2.433028 0.892383 0.433929 -0.12 -0.26 0.05 -0.63
N 1.191462 -1.057588 0.863003 0.39 -0.45 0.30 -0.65
H 2.351373 1.642902 -0.170840 -0.01 -0.13 -0.05 0.50
H -1.235173 -1.016623 -1.296514 -0.03 0.14 0.24 0.36
H -2.121129 -1.108742 1.021356 0.14 -0.09 0.03 0.39
H -0.916286 -1.256240 2.258430 -0.06 0.09 -0.13 0.41
H -0.694100 1.572688 -1.968921 0.30 0.01 0.10 0.37
H -0.829448 1.997299 -0.340977 -0.06 -0.31 -0.22 0.36
```
Positions in Å, forces in eV/Å.

HOMO energy   -0.2366 Ha
2S+1   1
Lowest unoccupied orbital energy   0.58 eV



No. 2
Formula: C3H6N4O
Source: the Open Molecules 2025 dataset
Level of theory: the ωB97M-V functional and the def2-TZVPD basis

```
14
Properties=species:S:1:pos:R:3:forces:R:3:nbo_charge:R:1
C 0.622655 -0.084355 0.894981 1.66 2.72 -3.77 0.22
C 0.961129 0.235255 -0.450611 4.41 -1.02 3.70 -0.06
C -1.134044 0.000926 -0.587601 -3.57 -1.89 0.32 0.54
H 2.401970 -0.417296 2.570556 -4.70 2.31 -2.99 0.45
H 1.513449 1.593496 2.316764 -0.48 -5.23 -0.97 0.34
H 1.953580 0.353270 -0.804440 0.67 0.00 -0.27 0.21
H -0.833711 -0.661017 -2.700133 1.55 1.91 1.61 0.51
H -2.384567 -1.534488 -0.532790 0.26 3.25 -2.44 0.36
H -1.420026 0.512495 1.508349 1.86 -1.82 -1.84 0.44
N 1.320065 0.157943 2.072911 3.71 2.77 3.75 -0.90
N -0.047404 0.435342 -1.269336 -2.93 -0.76 0.77 -0.09
N -2.147006 -0.664974 -1.280964 2.40 -1.01 4.74 -0.84
N -0.760133 0.015889 0.787305 -4.33 0.24 1.52 -0.63
O -0.045957 0.057514 -2.524992 -0.50 -1.48 -4.12 -0.55
```
Positions in Å, forces in eV/Å.

HOMO energy   -0.2834 Ha
2S+1   1
Lowest unoccupied orbital energy   -0.26 eV



No. 3
Formula: C3H6N4O3S2
Source: the Open Molecules 2025 dataset
Level of theory: the ωB97M-V functional and the def2-TZVPD basis

```
18
Properties=species:S:1:pos:R:3:forces:R:3:nbo_charge:R:1
C -0.374912 1.861098 1.160899 0.23 -1.74 1.01 0.55
C -1.541087 -1.137336 -0.699829 2.50 0.92 4.18 -0.28
C -2.034729 0.106308 0.094044 0.98 -0.74 1.15 -0.24
N -0.365899 -0.665753 -1.350905 2.91 3.95 0.34 -0.11
N 0.070417 0.475247 -0.796748 -4.35 -3.89 -0.49 -0.05
N 2.507199 -0.082067 -0.941262 -0.02 1.34 1.77 -1.05
N -0.811145 0.941965 0.186773 0.36 -0.18 -0.67 -0.28
O 1.647141 -0.251924 1.484444 0.61 -0.65 -0.54 -1.02
O 0.591473 2.551123 1.068379 -0.62 0.76 -0.20 -0.50
O 2.666482 -2.303699 0.457092 -0.11 1.06 0.29 -0.96
S 1.612523 1.210884 -1.000045 1.02 -0.53 -0.48 0.85
S 2.821147 -0.889315 0.835919 -0.58 -0.64 0.25 1.65
H -0.897319 1.651660 2.117055 -0.29 0.50 -0.36 0.15
H -1.184632 -2.047172 -0.104136 -0.47 1.24 -0.16 0.25
H -2.241977 -1.508143 -1.320228 -2.23 -0.93 -2.52 0.23
H -2.684220 0.672649 -0.483011 -1.47 0.84 -1.40 0.20
H -2.578663 -0.061760 1.038763 0.87 -0.09 -0.10 0.24
H 2.798195 -0.523764 -1.747203 0.66 -1.23 -2.07 0.39
```
Positions in Å, forces in eV/Å.

HOMO energy   -0.3041 Ha
2S+1   1
Lowest unoccupied orbital energy   -1.48 eV



No. 4
Formula: C3H6N4S
Source: the Open Molecules 2025 dataset
Level of theory: the ωB97M-V functional and the def2-TZVPD basis

```
14
Properties=species:S:1:pos:R:3:forces:R:3:nbo_charge:R:1
H 2.474802 -1.326162 1.905466 0.02 -0.14 -0.06 0.35
N 1.749600 -1.592494 1.242313 0.34 -0.05 0.32 -0.68
C 1.125979 -0.570351 0.854060 -0.40 0.44 -0.28 0.43
C 1.259063 0.911443 1.173197 0.18 0.09 0.07 -0.29
N 0.203761 1.484792 0.365801 0.03 -0.19 0.01 -0.59
C -0.496758 0.573548 -0.347408 -0.34 -0.02 -0.15 0.27
S -1.769073 0.885028 -1.347520 0.34 -0.10 0.22 -0.17
N 0.065768 -0.657471 -0.039128 0.02 -0.11 -0.13 -0.30
N -0.388377 -1.858953 -0.570129 1.05 -0.36 -0.89 -0.60
H 1.119442 1.089946 2.245001 -0.07 -0.05 -0.10 0.22
H 2.245132 1.305414 0.895587 -0.11 -0.20 -0.01 0.22
H -0.038652 2.455141 0.309799 0.02 0.07 0.02 0.43
H 0.408621 -2.340080 -1.058789 -0.97 0.77 0.65 0.37
H -0.649139 -2.463669 0.192166 -0.10 -0.14 0.31 0.36
```
Positions in Å, forces in eV/Å.

HOMO energy   -0.3079 Ha
2S+1   1
Lowest unoccupied orbital energy   0.59 eV



No. 5
Formula: C3H6N4S
Source: the Open Molecules 2025 dataset
Level of theory: the ωB97M-V functional and the def2-TZVPD basis

```
14
Properties=species:S:1:pos:R:3:forces:R:3:nbo_charge:R:1
C -1.856046 -1.207235 1.075022 -0.63 -2.22 -1.21 0.01
N -1.040830 -0.319651 0.840804 0.81 1.43 -0.34 -0.39
C -0.918828 0.828024 0.165291 -1.54 1.08 -0.24 0.23
N -0.694710 0.947531 -1.194755 -0.46 -1.10 1.45 -0.78
S -1.084547 2.252187 0.936214 -0.07 1.02 1.35 -0.19
H -2.776974 -1.413781 0.477086 0.21 0.59 0.74 0.16
H -1.439476 -2.032073 1.651028 -0.60 -0.10 0.47 0.17
H -0.382885 0.094954 -1.574929 0.59 -1.07 -0.99 0.36
H -0.021443 1.679233 -1.216244 0.45 0.63 -0.99 0.42
N 2.212847 0.773612 -0.924705 -0.17 -0.18 0.68 -0.75
C 1.949088 -0.218154 -0.267770 0.29 1.51 -0.77 0.65
N 1.362686 -1.022103 0.428380 1.57 -1.49 0.98 -0.72
H 2.827906 0.985691 -1.680040 0.33 -0.52 -0.19 0.42
H 1.863217 -1.348235 1.284623 -0.78 0.41 -0.95 0.41
```
Positions in Å, forces in eV/Å.

HOMO energy   -0.2936 Ha
2S+1   1
Lowest unoccupied orbital energy   0.56 eV



No. 6
Formula: C3H6N4S
Source: the Open Molecules 2025 dataset
Level of theory: the ωB97M-V functional and the def2-TZVPD basis

```
14
Properties=species:S:1:pos:R:3:forces:R:3:nbo_charge:R:1
C -0.490880 0.567850 -0.607815 -1.41 3.76 -0.29 0.57
C 0.568671 -1.439021 1.151990 0.85 -1.27 3.16 0.04
C 1.832982 -0.676642 0.988141 -2.25 1.23 -2.54 -0.39
H -2.861693 0.845757 -0.884475 4.89 0.58 -2.50 0.38
H -1.263472 2.012321 -1.545353 -2.63 -2.65 -0.82 0.37
H -0.124734 2.388883 0.127023 -0.73 -0.03 0.01 0.37
H -0.769022 -1.132161 -1.655597 1.43 1.12 2.75 0.41
H 0.501426 -2.036465 2.176107 -0.15 1.18 -2.35 0.21
H 1.739363 -0.011245 0.055171 1.08 -1.19 1.44 0.24
N -1.645414 0.931230 -1.613242 0.05 3.09 4.29 -0.86
N 0.120019 1.413034 0.203015 -0.89 -3.08 -2.09 -0.74
N -0.180836 -0.744231 -0.796884 -1.73 -0.71 -3.41 -0.51
N -0.379331 -1.494491 0.322412 0.10 -1.99 1.28 -0.23
S 2.952920 -0.624818 2.079506 1.39 -0.04 1.08 0.14
```
Positions in Å, forces in eV/Å.

HOMO energy   -0.3169 Ha
2S+1   1
Lowest unoccupied orbital energy   -0.72 eV



No. 7
Formula: C3H6N4S
Source: the Open Molecules 2025 dataset
Level of theory: the ωB97M-V functional and the def2-TZVPD basis

```
14
Properties=species:S:1:pos:R:3:forces:R:3:nbo_charge:R:1
H 1.405445 -2.424469 -1.791434 0.62 -0.14 -0.21 0.35
N 1.322930 -1.422532 -1.951160 -1.92 0.35 1.66 -0.68
C 0.659739 -1.040599 -0.906469 1.04 1.12 -1.74 0.50
N 0.459806 -1.711055 0.291740 -1.05 1.36 1.39 -0.50
C -0.180941 -0.858663 1.078605 1.41 -2.28 -2.55 0.28
N -0.629825 0.280569 0.492353 1.93 1.95 0.52 -0.26
C -0.267936 1.500513 1.357904 1.24 0.29 -1.89 -0.43
N 0.121109 0.332286 -0.781476 0.05 -2.16 1.75 -0.48
S -0.637516 1.093225 -2.028454 -0.81 -0.23 -1.22 0.26
H -0.243554 -1.079044 2.114083 -0.59 0.13 0.81 0.21
H -0.846619 1.310949 2.248137 -0.16 0.62 0.38 0.21
H -0.628750 2.419541 0.715201 0.88 -1.70 1.75 0.24
H 0.928678 1.533086 1.635213 -3.08 0.00 -0.96 0.21
H -1.462565 0.066192 -2.474241 0.45 0.68 0.32 0.09
```
Positions in Å, forces in eV/Å.

HOMO energy   -0.3284 Ha
2S+1   1
Lowest unoccupied orbital energy   0.34 eV



No. 8
Formula: C3H6N4S
Source: the Open Molecules 2025 dataset
Level of theory: the ωB97M-V functional and the def2-TZVPD basis

```
14
Properties=species:S:1:pos:R:3:forces:R:3:nbo_charge:R:1
S -3.106634 0.022092 -0.019027 0.65 -0.73 -1.62 0.18
N -1.809684 -1.078182 -0.416428 0.18 -0.80 1.36 -0.74
C -0.456905 -0.691162 -0.285388 0.38 1.32 0.09 0.55
N 0.395212 -1.604872 0.052025 -1.16 0.17 -0.11 -0.41
N 1.732002 -1.285930 -0.067835 0.69 0.61 0.00 -0.23
C 2.084280 -0.062034 -0.052530 -0.02 0.54 0.14 0.05
C 1.121234 1.120872 0.075126 0.77 -1.48 0.22 -0.28
N -0.081750 0.620640 -0.563304 -0.99 0.43 -0.13 -0.63
H -2.952706 0.083403 1.268362 0.21 0.14 1.42 0.09
H -1.854996 -2.000146 0.106129 -0.25 1.32 -1.14 0.42
H 3.139954 0.175697 -0.078345 0.16 -0.25 -0.16 0.19
H 1.037704 1.332292 1.153199 -0.42 0.12 -0.06 0.18
H 1.530376 2.024673 -0.396308 -0.33 -0.39 -0.15 0.22
H -0.778081 1.342654 -0.775672 0.12 -1.00 0.13 0.41
```
Positions in Å, forces in eV/Å.

HOMO energy   -0.3178 Ha
2S+1   1
Lowest unoccupied orbital energy   0.52 eV